Computed, not measured: a cluster of 2 separate species, C3H9NO2 in total, with ωB97M-V/def2-TZVPD.

The calculation puts the total energy at -8841.142 eV. The calculation puts the energy relative to the best compared isomer or geometry (same formula, charge and spin) at 174.9 kJ/mol. The highest occupied orbital energy is -9.37 eV.

Cartesian coordinates (Å):
C -0.61628 -0.22726 -0.49710
N -1.09990 -1.56661 -0.65286
C -0.23123 -2.43276 -0.05140
C 0.60581 -2.01518 1.10805
O -0.30380 -3.67109 -0.29298
H -1.23066 0.23599 0.31869
H 0.47481 -0.07698 -0.38580
H -1.06516 0.24186 -1.40977
H -1.77347 -2.10858 -1.18741
H 0.82699 -2.96117 1.63669
H 0.30156 -1.11070 1.62437
H 1.57421 -1.73652 0.62794
O 0.75999 5.69699 0.08458
H 0.35821 6.41408 -0.40683
H 1.41892 5.31792 -0.51618

Atoms 1-3, force components in eV/Å:
C -3.623 2.325 -1.540
N 3.101 -2.327 1.872
C -2.422 -4.351 0.205

=====

Computed, not measured: a cluster of 2 separate species, C3H9NO2 in total, with ωB97M-V/def2-TZVPD.

The calculation puts the total energy at -8841.644 eV. The calculation puts the energy relative to the best compared isomer or geometry (same formula, charge and spin) at 126.6 kJ/mol. The highest occupied orbital energy is -9.66 eV.

Cartesian coordinates (Å):
C -0.65409 -0.83851 -0.72068
C -1.40828 -0.29174 0.43086
N -2.67482 -0.79554 0.69798
O -1.10081 0.71090 1.06594
H 0.35430 -1.20722 -0.48255
H -0.38411 -0.05330 -1.43785
H -1.30150 -1.58269 -1.17939
H -3.16166 -0.38006 1.47007
H -2.89152 -1.62987 0.18502
C 3.34667 0.68808 -0.71707
O 1.91443 0.50437 -0.55015
H 3.38647 1.78764 -0.62651
H 3.95259 0.31218 0.11868
H 3.61491 0.22721 -1.66160
H 1.58247 0.99474 0.22591

Atoms 1-3, force components in eV/Å:
C 0.401 -0.458 -0.529
C -1.675 2.141 1.311
N 2.010 -0.496 -1.328

=====

Computed, not measured: a cluster of 3 separate species, C3H9NO2 in total, with ωB97M-V/def2-TZVPD.

The calculation puts the total energy at -8838.513 eV. The calculation puts the energy relative to the best compared isomer or geometry (same formula, charge and spin) at 428.6 kJ/mol. The highest occupied orbital energy is -8.13 eV.

Cartesian coordinates (Å):
C 0.99154 -1.85384 -0.64913
C 0.43502 -1.31023 0.43085
N 0.60600 -0.05049 1.02033
C 0.32627 1.09731 0.58490
H 1.81170 -1.32126 -1.10763
H 0.78306 -2.89013 -0.87550
H -0.15569 -1.96330 1.07343
H -0.54527 1.66017 0.95258
H 0.84011 1.64565 -0.22312
O 0.40191 4.32819 0.22099
H 0.79097 4.53642 1.08305
H 0.89142 4.85206 -0.42369
O -2.78553 -2.87954 -0.60393
H -2.34431 -2.71939 -1.45227
H -2.04720 -3.13162 -0.03086

Atoms 1-3, force components in eV/Å:
C 0.463 0.522 0.769
C 1.407 -0.954 0.777
N -2.288 0.000 -0.629